Density functional theory data (ωB97M-V with the def2-TZVPD basis set) for a molecular structure, C26H36N4O3PRuTe.

Each line ends with the Löwdin charge.
Geometry (Å):
Ru (-0.0434, 0.1035, -1.1802)  1.4506
C (2.4318, -2.8077, 0.6623)  -0.1944
C (2.7353, -1.3174, 0.5217)  -0.1699
C (2.9138, -0.8344, -0.9307)  -0.2123
N (1.9964, 0.2412, -1.2349)  -0.1173
C (2.4472, 1.4874, -1.2710)  -0.2132
C (3.7164, 1.8613, -0.7639)  0.0038
C (4.4292, 3.0312, -0.8889)  -0.0580
C (4.1458, 4.1561, -1.6550)  -0.0761
C (2.9734, 4.4119, -2.3493)  -0.0601
C (1.7909, 3.6995, -2.3432)  -0.0032
C (1.4627, 2.4572, -1.7555)  -0.2188
N (0.2099, 2.0203, -1.6734)  -0.1320
C (-0.8652, 2.9462, -1.9377)  -0.2275
C (-2.1613, 2.4855, -1.2800)  -0.1709
C (-2.7773, 1.2494, -1.9236)  -0.2330
N (-1.9922, 0.0698, -1.6449)  -0.1478
C (-2.5674, -1.1255, -1.7813)  -0.2817
C (-3.8380, -1.2872, -2.3752)  -0.0030
C (-4.6635, -2.3901, -2.4551)  -0.0545
C (-4.5275, -3.6252, -1.8402)  -0.0737
C (-3.4461, -4.0636, -1.0874)  -0.0621
C (-2.2132, -3.4771, -0.9054)  -0.0604
C (-1.7136, -2.2220, -1.3344)  -0.3059
N (-0.4221, -1.9008, -1.2498)  -0.1245
C (0.5229, -2.9865, -1.0831)  -0.2096
C (0.9715, -3.1686, 0.3831)  -0.1724
H (2.6486, -3.0993, 1.6917)  0.1006
H (3.0949, -3.3852, 0.0132)  0.1204
H (3.6377, -1.0825, 1.0893)  0.1141
H (1.9119, -0.7523, 0.9685)  0.0694
H (2.7177, -1.6465, -1.6355)  0.0961
H (3.9511, -0.5361, -1.1142)  0.1130
H (4.1960, 1.1220, -0.1404)  0.1022
H (5.3699, 3.0582, -0.3546)  0.1139
H (4.9164, 4.9129, -1.7049)  0.1063
H (2.9608, 5.3210, -2.9374)  0.1137
H (0.9923, 4.1556, -2.9109)  0.1016
H (-1.0187, 3.0662, -3.0215)  0.1319
H (-0.6158, 3.9289, -1.5182)  0.1236
H (-2.8854, 3.3000, -1.3372)  0.1225
H (-1.9652, 2.2676, -0.2248)  0.0888
H (-2.8636, 1.3950, -3.0114)  0.1335
H (-3.7871, 1.1253, -1.5102)  0.1228
H (-4.2242, -0.4100, -2.8751)  0.1015
H (-5.5766, -2.2433, -3.0201)  0.1162
H (-5.3566, -4.3112, -1.9374)  0.1075
H (-3.5739, -5.0223, -0.6052)  0.1156
H (-1.5330, -4.0478, -0.2893)  0.1011
H (1.3814, -2.7814, -1.7258)  0.0973
H (0.0832, -3.9130, -1.4706)  0.1154
H (0.8113, -4.2080, 0.6773)  0.1135
H (0.3360, -2.5412, 1.0190)  0.0705
C (1.4211, -2.3735, 4.6042)  -0.0550
C (0.3549, -1.3223, 4.3603)  -0.2750
O (0.5594, -0.7651, 3.0605)  -0.2708
P (-0.5511, 0.0970, 2.3280)  0.1549
O (0.0845, 0.7203, 1.1259)  -0.4002
Te (-2.5457, -1.1353, 1.7640)  0.8837
O (-0.8910, 1.1856, 3.4523)  -0.2520
C (-1.7912, 2.2363, 3.1324)  -0.2929
C (-1.0779, 3.3966, 2.4574)  -0.0641
H (1.3532, -2.7287, 5.6280)  0.0843
H (2.4058, -1.9398, 4.4466)  0.0852
H (1.2959, -3.2158, 3.9279)  0.0737
H (0.4335, -0.5206, 5.0998)  0.1242
H (-0.6510, -1.7558, 4.4152)  0.1010
H (-2.2267, 2.5470, 4.0860)  0.1278
H (-2.5921, 1.8462, 2.4862)  0.0698
H (-0.3191, 3.8038, 3.1205)  0.0863
H (-1.7971, 4.1757, 2.2199)  0.0855
H (-0.5908, 3.0612, 1.5443)  0.0489

Properties
net charge = +1
total energy = -58808.1559 eV
2S+1 = 5
HOMO-LUMO gap (alpha / beta) = 7.10 / 4.80 eV
E_HOMO (alpha / beta) = -9.69 / -10.13 eV